(1)
Here is a molecular structure, C40H37AsN2O2PPd from the Open Molecules 2025 dataset. Energies are from the ωB97M-V functional and the def2-TZVPD basis.

```
! wB97M-V def2-TZVPD RIJCOSX def2/J DEFGRID3
* xyz 1 3
Pd 0.40 0.13 0.40
O 1.48 1.97 3.63
C 1.64 0.74 3.15
O 0.71 0.03 2.82
C 3.07 0.32 3.07
C 3.81 0.23 4.25
C 5.11 -0.24 4.22
C 5.68 -0.62 3.02
C 4.96 -0.50 1.84
C 3.65 -0.03 1.84
P 2.76 0.27 0.27
C 3.51 1.78 -0.41
C 4.88 1.99 -0.49
C 5.38 3.16 -1.04
C 4.51 4.14 -1.51
C 3.14 3.94 -1.43
C 2.64 2.76 -0.88
C 3.32 -1.06 -0.82
C 3.24 -2.38 -0.37
C 3.52 -3.43 -1.23
C 3.86 -3.18 -2.56
C 3.94 -1.87 -3.01
C 3.67 -0.82 -2.15
H 3.35 0.52 5.18
H 5.67 -0.32 5.14
H 6.69 -1.00 3.00
H 5.42 -0.80 0.91
H 5.57 1.24 -0.13
H 6.45 3.32 -1.10
H 4.90 5.05 -1.93
H 2.45 4.69 -1.80
H 1.57 2.60 -0.82
H 2.97 -2.59 0.66
H 3.46 -4.45 -0.87
H 4.07 -4.00 -3.23
H 4.21 -1.67 -4.04
H 3.74 0.20 -2.51
N -0.02 -0.18 -1.79
C -0.16 -1.60 -2.17
C -1.34 -2.27 -1.46
C -1.18 -2.51 0.03
N -1.32 -1.27 0.81
H -0.88 0.32 -2.00
H 0.70 0.26 -2.36
H 0.77 -2.11 -1.92
H -0.31 -1.69 -3.25
H -1.49 -3.24 -1.94
H -2.26 -1.70 -1.65
H -0.18 -2.92 0.24
H -1.91 -3.25 0.35
H -1.21 -1.45 1.80
H -2.25 -0.88 0.68
C -4.57 6.00 -0.48
C -4.00 5.62 0.73
C -3.16 4.51 0.79
C -2.88 3.80 -0.37
C -3.43 4.19 -1.58
C -4.28 5.29 -1.63
As -1.73 2.21 -0.40
C -1.24 2.11 1.48
C -0.18 2.71 2.06
C 0.11 2.53 3.51
C -0.91 1.73 4.25
C -1.96 1.16 3.63
C -2.14 1.28 2.22
C -3.15 0.61 1.43
C -4.09 -0.31 1.90
C -4.96 -0.93 1.02
C -4.91 -0.64 -0.34
C -3.98 0.28 -0.83
C -3.11 0.90 0.05
H -5.23 6.86 -0.52
H -4.22 6.17 1.63
H -2.73 4.22 1.74
H -3.20 3.65 -2.49
H -4.72 5.59 -2.58
H 0.50 3.34 1.50
H 0.25 3.50 4.00
H -0.76 1.62 5.31
H -2.67 0.58 4.21
H -4.14 -0.55 2.96
H -5.69 -1.64 1.39
H -5.60 -1.12 -1.02
H -3.95 0.50 -1.89
*
```

Calculated values
Gap between HOMO and LUMO (spin up / spin down), eV: 7.8 / 7.1
HOMO energy (spin up / spin down), hartree: -0.353 / -0.398
Electronic energy, eV: -122757.944
Lowest unoccupied orbital energy (spin up / spin down), eV: -1.84 / -3.79

---

(2)
Here is a molecular structure, C40H37I2N2OSb2V at a distorted geometry from the Open Molecules 2025 dataset. Energies are from the ωB97M-V functional and the def2-TZVPD basis.

```
! wB97M-V def2-TZVPD RIJCOSX def2/J DEFGRID3
* xyz 2 3
V 0.81 -0.24 0.78
I 3.47 6.38 -1.65
C 2.93 4.40 -1.23
C 2.73 3.51 -2.28
C 2.33 2.23 -1.98
I 1.90 0.83 -3.49
C 2.11 1.81 -0.66
O 1.70 0.55 -0.44
C 2.35 2.71 0.39
C 2.21 2.39 1.87
N 1.80 1.02 2.29
C 2.93 0.16 2.75
C 3.49 -0.68 1.64
C 4.83 -0.72 1.32
C 5.27 -1.61 0.35
C 4.34 -2.42 -0.28
C 3.01 -2.30 0.06
N 2.58 -1.44 1.00
C 2.76 4.00 0.08
H 2.89 3.81 -3.30
H 1.48 3.09 2.28
H 3.17 2.63 2.34
H 1.19 1.16 3.08
H 2.54 -0.52 3.51
H 3.72 0.76 3.22
H 5.53 -0.07 1.83
H 6.32 -1.66 0.10
H 4.64 -3.14 -1.03
H 2.25 -2.90 -0.42
H 2.94 4.70 0.88
C -3.10 0.28 0.91
C -2.81 -0.82 1.93
C -2.48 -2.17 1.29
Sb -0.71 -2.24 0.03
C -0.12 -4.17 0.68
C 0.68 -4.30 1.81
C 0.91 -5.56 2.36
C 0.34 -6.68 1.77
C -0.45 -6.55 0.64
C -0.68 -5.30 0.09
C -1.49 -2.66 -1.90
C -0.61 -3.20 -2.84
C -1.07 -3.56 -4.09
C -2.41 -3.38 -4.41
C -3.28 -2.83 -3.49
C -2.83 -2.47 -2.23
Sb -1.29 1.29 0.28
C -1.78 2.12 -1.61
C -0.99 3.16 -2.12
C -1.34 3.74 -3.33
C -2.45 3.30 -4.02
C -3.22 2.27 -3.52
C -2.89 1.67 -2.32
C -1.40 2.98 1.58
C -1.26 2.74 2.95
C -1.37 3.78 3.86
C -1.59 5.07 3.39
C -1.73 5.31 2.04
C -1.64 4.26 1.13
H -3.74 1.06 1.33
H -3.61 -0.14 0.04
H -3.68 -0.96 2.57
H -2.00 -0.51 2.61
H -3.32 -2.50 0.67
H -2.30 -2.93 2.05
H 1.13 -3.43 2.27
H 1.53 -5.66 3.24
H 0.51 -7.66 2.20
H -0.88 -7.43 0.17
H -1.30 -5.20 -0.80
H 0.44 -3.35 -2.58
H -0.39 -3.99 -4.81
H -2.77 -3.67 -5.39
H -4.33 -2.69 -3.74
H -3.52 -2.05 -1.51
H -0.13 3.51 -1.58
H -0.73 4.55 -3.73
H -2.73 3.77 -4.96
H -4.10 1.93 -4.06
H -3.49 0.85 -1.94
H -1.11 1.72 3.32
H -1.28 3.59 4.92
H -1.67 5.89 4.10
H -1.92 6.31 1.68
H -1.77 4.46 0.07
*
```

Calculated values
Gap between HOMO and LUMO (spin up / spin down), eV: 6.7 / 6.9
HOMO energy (spin up / spin down), hartree: -0.480 / -0.481
Energy above the lowest of the compared OMol25 structures with the same formula, charge and spin, kcal/mol: 32.6
Electronic energy, eV: -102058.022
Lowest unoccupied orbital energy (spin up / spin down), eV: -6.38 / -6.15

---

(3)
Here is a molecular structure, C40H38ClN4O6ReSi at a distorted geometry from the Open Molecules 2025 dataset. Energies are from the ωB97M-V functional and the def2-TZVPD basis.

```
! wB97M-V def2-TZVPD RIJCOSX def2/J DEFGRID3
* xyz -1 2
Re 1.16 -0.61 -1.25
O 3.61 3.92 0.81
C 3.05 4.44 -0.29
C 2.97 5.83 -0.38
C 2.46 6.44 -1.51
C 2.00 5.67 -2.58
C 2.03 4.29 -2.48
C 2.55 3.66 -1.34
C 2.44 2.17 -1.26
O 1.68 1.57 -2.08
N 3.16 1.59 -0.34
N 2.90 0.24 -0.30
C 3.73 -0.46 0.37
C 3.80 -1.90 0.42
C 4.66 -2.49 1.35
C 4.87 -3.86 1.38
C 4.24 -4.66 0.43
C 3.41 -4.09 -0.52
C 3.15 -2.71 -0.53
O 2.35 -2.23 -1.47
H 3.54 2.93 0.72
H 3.33 6.42 0.45
H 2.40 7.52 -1.57
H 1.61 6.14 -3.48
H 1.65 3.66 -3.27
H 4.51 0.10 0.88
H 5.16 -1.85 2.06
H 5.51 -4.30 2.13
H 4.40 -5.73 0.43
H 2.92 -4.69 -1.28
C -1.64 -2.27 -1.38
N -0.54 -1.63 -2.11
C -0.58 -1.68 -3.41
C 0.49 -1.14 -4.13
C 0.78 -1.03 -5.50
C 2.02 -0.41 -5.57
C 2.44 -0.17 -4.25
N 1.51 -0.60 -3.39
C -3.01 -1.69 -1.65
C -4.12 -2.53 -1.71
C -5.39 -2.00 -1.91
C -5.56 -0.63 -2.05
C -4.46 0.21 -1.98
C -3.19 -0.32 -1.77
H -1.41 -2.19 -0.32
H -1.65 -3.34 -1.61
H -1.42 -2.15 -3.92
H 0.15 -1.36 -6.31
H 2.58 -0.15 -6.46
H 3.34 0.31 -3.90
H -3.99 -3.60 -1.61
H -6.24 -2.67 -1.94
H -6.55 -0.23 -2.22
H -4.58 1.28 -2.07
H -2.33 0.34 -1.68
C 0.84 -2.41 4.57
Si 0.23 -3.20 2.99
C -1.61 -3.54 3.16
C 1.09 -4.85 2.80
C 0.52 -2.16 1.54
C 0.72 -1.48 0.54
H 0.59 -3.04 5.43
H 0.40 -1.43 4.72
H 1.93 -2.29 4.54
H -1.82 -4.14 4.05
H -1.98 -4.09 2.29
H -2.17 -2.61 3.23
H 0.89 -5.49 3.67
H 2.18 -4.72 2.72
H 0.75 -5.38 1.91
C -4.43 0.96 1.78
C -3.70 2.10 2.43
C -3.97 2.49 3.73
C -3.25 3.53 4.31
Cl -3.62 4.00 5.95
C -2.26 4.17 3.62
C -1.98 3.80 2.30
C -2.72 2.79 1.70
O -2.61 2.41 0.40
C -1.46 2.80 -0.36
C -0.31 1.83 -0.09
O 0.48 2.07 0.79
O -0.36 0.78 -0.86
H -5.14 0.51 2.47
H -3.72 0.19 1.46
H -4.95 1.28 0.88
H -4.72 1.97 4.30
H -1.69 4.96 4.09
H -1.18 4.29 1.78
H -1.13 3.81 -0.13
H -1.77 2.74 -1.40
*
```

Calculated values
Gap between HOMO and LUMO (spin up / spin down), eV: 6.8 / 6.4
HOMO energy (spin up / spin down), hartree: -0.177 / -0.170
Energy above the lowest of the compared OMol25 structures with the same formula, charge and spin, kcal/mol: 5.4
Electronic energy, eV: -82875.977
Lowest unoccupied orbital energy (spin up / spin down), eV: 2.03 / 1.81